(1)
Computed, not measured: a molecular structure, C33H21F6IN4O13S2TeW, with wB97M-V/def2-TZVPD.

XYZ file:
```
82
Properties=species:S:1:pos:R:3
W -0.934 0.440 -0.850
I 3.546 -1.602 -4.332
Te 1.176 2.271 0.378
S -2.874 0.989 -3.527
S -0.467 2.418 -3.589
F 2.324 4.898 -2.121
F -4.992 2.031 -2.355
F 0.340 5.353 -1.358
F 0.760 5.555 -3.480
F -3.300 3.370 -2.547
F -4.509 2.891 -4.281
O 0.687 2.216 -4.436
O -5.818 -0.484 2.899
O -2.811 -3.198 -0.408
O 2.017 -3.216 4.385
O -2.776 3.546 1.241
O -1.609 2.306 -0.223
O 0.001 -0.631 0.741
O -0.158 1.499 -2.258
O 3.443 -4.775 3.975
O -2.568 0.601 -2.102
O 0.854 -0.741 -1.222
O -1.561 -1.464 -1.075
O -3.691 0.041 -4.199
N -0.731 -1.588 -4.070
N -2.618 0.162 0.472
N -1.680 1.523 -4.289
N 2.692 -3.886 3.632
C 0.080 3.938 2.592
C 2.763 1.026 0.971
C 4.056 -0.186 2.587
C 3.595 0.561 -0.045
C -0.266 1.585 3.014
C 3.000 0.661 2.289
C 4.880 -0.662 1.577
C 3.427 -4.273 1.312
C 1.756 -2.581 1.782
C -4.225 -1.305 1.395
C -4.770 -0.227 2.104
C -3.996 2.406 -3.160
C 0.269 2.608 2.234
C 4.654 -0.281 0.261
C 1.242 -3.529 -3.846
C 0.544 -1.270 -4.250
C -0.989 1.903 4.154
C -4.237 1.052 1.942
C 0.846 -1.187 -0.037
C 1.557 -2.213 -4.137
C 1.031 4.886 -2.384
C -1.182 3.232 4.509
C -0.649 4.246 3.732
C 2.545 -2.930 -0.473
C -3.159 1.197 1.101
C -3.151 -1.056 0.581
C -2.497 2.495 0.723
C 1.726 -2.262 0.432
C -1.039 -2.845 -3.764
C 3.387 -3.939 -0.034
C 2.614 -3.578 2.193
C -2.488 -2.043 -0.343
C -0.092 -3.851 -3.648
H 2.014 -4.285 -3.771
H -1.752 3.475 5.397
H 4.022 -4.459 -0.738
H 5.294 -0.643 -0.532
H 3.416 0.842 -1.077
H -0.810 5.281 4.000
H 2.524 -2.638 -1.514
H 0.478 4.735 1.976
H 5.702 -1.324 1.817
H -4.647 1.926 2.431
H -0.393 -4.862 -3.410
H 4.080 -5.046 1.689
H -4.649 -2.296 1.463
H 0.764 -0.234 -4.495
H -1.401 1.109 4.764
H -2.091 -3.054 -3.611
H -0.128 0.552 2.731
H 2.363 1.029 3.086
H -6.138 0.326 3.314
H 1.142 -2.056 2.499
H 4.235 -0.476 3.615
```

Computed properties:
Frontier orbital gap (alpha / beta)   7.30 / 7.52 eV
Relative energy (zero: lowest compared OMol25 entry of this formula, charge and spin)   2.030 eV
2S+1   3
Lowest unoccupied orbital energy (alpha / beta)   -1.5 / -1.4 eV
Net charge   0
Molar mass   1298.01 g mol⁻¹
Highest occupied orbital energy (alpha / beta)   -8.837 / -8.948 eV

***

(2)
Computed, not measured: a molecular structure, C33H22ILaN9O6S at a distorted geometry, with wB97M-V/def2-TZVPD.

XYZ file:
```
73
Properties=species:S:1:pos:R:3
La -0.622 0.083 0.729
I -6.685 -0.927 -1.549
S -3.668 -3.607 1.482
O -1.330 1.968 1.690
O 0.257 5.624 -0.131
O 1.492 -4.181 -5.300
O 1.531 5.044 -1.859
O 2.993 -2.864 -6.102
O -1.496 4.173 1.300
N -0.590 -1.306 -1.588
N 1.453 0.414 -0.973
N -1.060 1.890 -2.441
N 2.133 -3.147 -5.302
N 1.329 1.280 2.435
N -1.396 -1.974 1.502
N 1.491 -1.283 1.660
N -3.358 0.184 0.884
N -1.486 1.725 -1.183
C 3.806 0.446 -2.449
C 1.280 2.574 2.775
C 1.592 0.385 3.396
C 0.632 -2.204 -3.455
C 1.612 -0.431 -2.021
C 2.273 -2.025 3.773
C -3.848 0.164 2.127
C -4.184 -0.112 -0.120
C 2.209 -3.545 1.929
C 1.668 2.099 5.058
C 0.569 4.844 -1.165
C -1.624 -2.911 -3.008
C -0.285 3.638 -1.395
C -0.336 3.006 -2.614
C 0.522 -1.341 -2.366
C 1.742 0.760 4.720
C -1.022 2.800 -0.535
C 2.897 -1.383 -3.869
C -5.159 -0.154 2.410
C 3.627 1.323 -1.421
C -0.503 -2.982 -3.782
C 2.428 1.259 -0.700
C 2.481 -3.296 3.262
C -5.514 -0.441 0.075
C 1.711 -2.505 1.174
C 1.888 -2.193 -4.174
C 1.779 -1.037 2.939
C -1.336 3.020 0.936
C 2.778 -0.463 -2.769
C -2.352 -2.672 1.514
C -6.015 -0.465 1.363
C -1.616 -2.080 -1.887
C 1.458 3.034 4.060
H 0.088 3.284 -3.569
H 2.865 -4.082 3.900
H 4.376 2.056 -1.149
H -3.773 -0.059 -1.122
H 2.511 -1.813 4.805
H 1.084 3.284 1.978
H -5.506 -0.155 3.435
H -7.049 -0.727 1.549
H 4.723 0.449 -3.031
H 1.921 0.019 5.487
H 2.369 -4.519 1.482
H 1.407 4.095 4.265
H 3.809 -1.421 -4.451
H -2.502 -3.504 -3.233
H -0.534 5.253 0.327
H -2.471 -2.056 -1.217
H 1.782 2.407 6.091
H 1.472 -2.654 0.126
H -1.347 1.224 -3.138
H 2.269 1.918 0.144
H -3.164 0.433 2.923
H -0.476 -3.636 -4.638
```

Computed properties:
Frontier orbital gap   7.00 eV
Relative energy (zero: lowest compared OMol25 entry of this formula, charge and spin)   0.573 eV
Lowest unoccupied orbital energy   -3.8 eV
Net charge   +1
Molar mass   938.47 g mol⁻¹
Highest occupied orbital energy   -10.776 eV

***

(3)
Computed, not measured: a molecular structure, C33H22N5Tl, with wB97M-V/def2-TZVPD.

XYZ file:
```
61
Properties=species:S:1:pos:R:3
Tl 2.046 -1.185 -0.621
N 0.196 -2.047 -2.358
N 1.499 0.743 -2.588
N 0.552 -0.613 -4.291
N -0.545 -4.113 -1.311
N 0.375 -3.082 0.614
C -0.162 3.720 0.723
C 0.507 1.085 1.541
C 0.220 2.079 2.537
C -0.286 -5.282 -4.092
C 0.699 0.611 -3.642
C -0.858 -3.047 2.667
C -0.802 4.368 2.936
C 0.366 -3.188 -5.876
C 0.197 2.956 -3.625
C 0.368 -1.733 -3.680
C 0.234 -2.972 -4.519
C 0.706 0.774 6.618
C -0.145 -3.372 -2.285
C -0.145 -5.522 -5.458
C -1.817 -4.017 0.706
C -1.223 5.590 2.442
C -1.111 5.921 1.095
C -0.217 3.368 2.104
C 0.339 0.306 4.270
C 0.368 1.681 3.915
C -1.922 -3.687 2.039
C 0.749 0.232 0.687
C -0.084 -3.990 -3.652
C 0.257 -2.760 1.902
C -0.585 4.942 0.248
C 0.618 2.568 4.994
C 0.032 1.713 -4.197
C -0.643 -3.691 0.011
C 0.175 -4.489 -6.339
C 0.776 2.125 6.296
C 1.030 3.090 -2.519
C 1.645 1.949 -2.040
C 0.495 -0.125 5.572
H 0.446 -1.190 5.784
H 0.179 -0.408 3.474
H -0.516 5.138 -0.819
H 1.093 -2.214 2.327
H 0.827 0.432 7.640
H 0.744 3.622 4.788
H -0.975 4.155 3.981
H 1.169 4.036 -2.014
H -1.442 6.881 0.718
H -0.602 1.555 -5.059
H -0.287 -6.526 -5.845
H -0.901 -2.743 3.703
H 0.608 -2.369 -6.541
H -0.325 3.817 -4.028
H 0.277 -4.704 -7.396
H 0.210 2.972 0.035
H 0.980 2.854 7.076
H -1.670 6.300 3.134
H -2.613 -4.518 0.172
H -0.544 -6.067 -3.392
H -2.828 -3.916 2.588
H 2.263 1.986 -1.148
```

Computed properties:
Frontier orbital gap   4.16 eV
Lowest unoccupied orbital energy   4.5 eV
Net charge   -2
Molar mass   692.96 g mol⁻¹
Highest occupied orbital energy   0.302 eV

***

(4)
Computed, not measured: a molecular structure, C33H23Cl4F6FeN2O6P2S2 at a distorted geometry, with wB97M-V/def2-TZVPD.

XYZ file:
```
79
Properties=species:S:1:pos:R:3
Fe -7.288 -0.364 19.757
Cl -12.994 -3.103 17.458
Cl -11.312 -2.631 14.775
Cl -11.893 -2.299 20.172
Cl -8.710 -1.022 14.995
S -4.936 -0.490 21.934
S -4.103 -1.163 19.438
P -8.172 1.983 19.426
P -9.759 3.150 17.358
F -1.428 -1.258 19.080
F -5.752 1.938 22.773
F -5.159 1.797 20.697
F -2.587 -0.699 17.338
F -3.677 1.817 22.326
F -2.259 0.718 18.980
O -7.769 -0.823 17.657
O -6.314 -0.874 21.492
O -4.130 -2.571 19.153
O -4.596 -0.801 23.298
O -5.210 -0.285 18.902
O -9.067 -1.364 19.966
N -3.817 -0.903 20.968
N -9.685 2.038 18.623
C -9.172 2.540 23.280
C -4.895 1.387 21.902
C -9.590 -1.485 16.359
C -8.929 4.253 21.128
C -5.118 2.820 16.860
C -8.660 2.879 20.966
C -11.056 2.343 16.294
C -11.615 7.222 18.519
C -5.467 4.860 18.046
C -8.824 2.022 22.013
C -10.971 -2.143 18.750
C -8.912 -1.302 17.601
C -13.232 1.324 16.062
C -10.515 4.713 17.990
C -10.786 1.218 19.239
C -9.632 -1.644 18.851
C -10.112 5.852 17.254
C -6.506 4.296 18.748
C -10.666 1.884 15.026
C -6.851 2.894 18.525
C -12.339 2.117 16.760
C -11.615 1.152 14.260
C -9.288 3.890 23.448
C -11.935 6.106 19.319
C -11.377 4.854 19.056
C -9.229 4.740 22.348
C -6.127 2.161 17.581
C -11.447 -2.453 17.544
C -4.755 4.129 17.104
C -12.896 0.867 14.785
C -10.693 7.113 17.531
C -10.753 -2.176 16.317
C -2.505 -0.501 18.662
H -14.225 1.163 16.378
H -9.255 1.817 24.110
H -9.331 5.816 22.658
H -11.394 0.818 13.269
H -6.290 1.107 17.390
H -13.622 0.271 14.226
H -9.274 5.731 16.495
H -11.644 3.959 19.616
H -11.539 1.946 19.594
H -5.179 5.887 18.238
H -7.085 4.877 19.430
H -8.596 0.945 21.886
H -11.147 0.533 18.477
H -4.685 2.226 16.068
H -12.644 2.756 17.593
H -8.853 4.912 20.263
H -12.158 8.113 18.715
H -4.014 4.695 16.484
H -9.534 4.332 24.403
H -12.648 6.201 20.041
H -10.349 0.652 20.051
H -10.396 7.917 16.932
H -9.682 2.134 14.670
```

Computed properties:
Frontier orbital gap (alpha / beta)   8.13 / 6.48 eV
Relative energy (zero: lowest compared OMol25 entry of this formula, charge and spin)   0.000 eV
2S+1   6
Lowest unoccupied orbital energy (alpha / beta)   0.1 / -2.0 eV
Net charge   0
Molar mass   981.28 g mol⁻¹
Highest occupied orbital energy (alpha / beta)   -8.076 / -8.506 eV

***

(5)
Computed, not measured: a molecular structure, C33H24BrN6O7Re at a distorted geometry, with wB97M-V/def2-TZVPD.

XYZ file:
```
72
Properties=species:S:1:pos:R:3
Re -1.106 0.051 1.210
Br -3.085 5.829 -3.147
O 0.270 3.095 3.463
O 2.018 0.401 0.510
O -2.847 1.512 1.617
O -1.444 1.685 -0.006
O -0.352 1.329 2.308
O 1.137 -0.007 3.895
O 3.159 -0.995 3.920
N -0.106 -1.271 2.288
N 2.690 -5.016 -5.260
N -2.778 -0.584 -0.092
N 1.321 -3.354 3.628
N -0.397 -1.301 -0.177
N -4.528 -0.539 -2.239
C -3.373 5.156 -1.410
C -4.944 -0.351 -1.001
C -2.431 2.191 0.649
C 1.204 -2.916 -0.815
C -3.022 3.471 0.243
C 4.217 1.118 0.412
C -2.357 -0.863 -1.352
C -3.821 4.167 1.145
C 0.250 -1.118 3.699
C 1.574 -3.050 -4.468
C -0.972 -1.366 -1.401
C 0.579 -2.141 0.168
C 0.731 -2.184 1.611
C 2.210 -3.791 -5.451
C 1.432 -3.603 -3.201
C -4.170 5.866 -0.521
C -4.074 -0.355 0.090
C 1.982 2.100 2.104
C 1.932 -4.882 -2.990
C 2.926 0.953 2.577
C 3.289 2.273 -0.030
C -4.385 5.371 0.758
C -0.395 -2.093 -2.403
C 0.604 2.233 2.712
C 0.769 -2.842 -2.120
C 2.453 -0.109 3.545
C 0.800 -2.405 4.287
C 3.253 0.262 1.226
C -3.237 -0.809 -2.413
C 2.542 -5.538 -4.047
C -2.785 3.962 -1.036
C 1.956 1.838 0.580
C 1.422 -3.133 2.250
H -0.648 -0.835 4.249
H 0.716 -2.508 5.363
H 2.446 3.061 2.330
H 3.515 -0.788 1.328
H 2.041 -3.830 1.705
H -4.406 -0.154 1.097
H 1.225 -2.051 -4.691
H 3.216 2.338 -1.114
H -4.998 5.931 1.449
H 1.829 -5.382 -2.038
H -3.982 3.769 2.136
H -2.908 -0.993 -3.426
H 3.844 1.359 3.003
H -5.998 -0.169 -0.842
H 4.578 0.554 -0.446
H -2.150 3.422 -1.723
H -4.616 6.801 -0.827
H 2.928 -6.540 -3.908
H 2.342 -3.374 -6.441
H 5.081 1.443 0.989
H -0.863 -2.170 -3.373
H 2.028 -3.561 -0.548
H 3.607 3.245 0.344
H 1.062 2.189 0.069
```

Computed properties:
Frontier orbital gap (alpha / beta)   6.58 / 6.38 eV
Relative energy (zero: lowest compared OMol25 entry of this formula, charge and spin)   2.847 eV
2S+1   2
Lowest unoccupied orbital energy (alpha / beta)   -4.9 / -4.9 eV
Net charge   +1
Molar mass   882.70 g mol⁻¹
Highest occupied orbital energy (alpha / beta)   -11.507 / -11.277 eV

***

(6)
Computed, not measured: a molecular structure, C33H24ClIIrN6O2 at a distorted geometry, with wB97M-V/def2-TZVPD.

XYZ file:
```
68
Properties=species:S:1:pos:R:3
Ir -0.144 -0.715 0.333
I -4.263 -1.340 3.642
Cl -6.865 1.958 -0.245
O -2.156 -0.992 1.427
O 0.863 -0.843 -1.694
N -2.062 0.264 -0.958
N 0.075 -2.737 1.480
N 1.169 1.407 -1.691
N 2.107 -0.985 1.072
N 0.616 1.444 -0.515
N -0.197 1.014 1.930
C 1.248 -2.989 2.077
C 2.386 -2.166 1.639
C -0.904 -4.592 2.602
C -0.675 3.315 2.311
C -0.222 2.283 1.484
C -3.093 1.653 -2.602
C -3.172 -0.370 1.039
C -1.029 1.707 4.045
C -5.466 0.406 1.427
C 3.267 -0.053 -6.003
C -4.313 1.096 -0.619
C 4.731 -1.841 1.248
C 2.173 1.273 -4.326
C 1.312 0.194 -2.247
C 0.338 3.884 -0.444
C -0.962 -3.523 1.722
C -3.181 0.348 -0.220
C -2.036 0.869 -2.129
C -4.229 1.789 -1.838
C 1.372 -4.013 3.017
C 3.700 -2.624 1.735
C 2.796 1.176 -5.555
C 3.124 -1.188 -5.216
C -4.356 -0.307 1.829
C 3.101 -0.217 0.646
C 4.431 -0.602 0.707
C 2.491 -1.102 -3.991
C 0.265 2.509 0.131
C 0.281 -4.825 3.281
C -0.567 0.736 3.170
C -1.095 3.017 3.594
C -5.466 1.103 0.226
C 2.008 0.130 -3.536
H -1.147 0.741 -2.729
H 2.364 -1.977 -3.371
H -0.695 4.331 1.955
H 5.201 0.052 0.327
H 0.358 -5.632 3.994
H 0.877 3.863 -1.388
H -0.484 -0.295 3.481
H 2.300 -4.164 3.544
H 3.909 -3.596 2.151
H 1.799 2.221 -3.976
H 5.753 -2.193 1.285
H -0.664 4.277 -0.616
H -1.319 1.446 5.050
H 3.740 -0.121 -6.969
H 2.838 0.747 0.241
H 2.920 2.057 -6.165
H -1.769 -5.217 2.742
H -1.455 3.802 4.238
H -5.048 2.414 -2.162
H 0.851 4.553 0.241
H -3.013 2.142 -3.558
H -6.340 0.432 2.061
H -1.879 -3.295 1.202
H 3.502 -2.137 -5.563
```

Computed properties:
Frontier orbital gap (alpha / beta)   4.10 / 4.47 eV
Relative energy (zero: lowest compared OMol25 entry of this formula, charge and spin)   5.493 eV
2S+1   2
Lowest unoccupied orbital energy (alpha / beta)   -8.4 / -8.1 eV
Net charge   +2
Molar mass   891.17 g mol⁻¹
Highest occupied orbital energy (alpha / beta)   -12.454 / -12.522 eV